The following is a DFT calculation (ωB97M-V/def2-TZVPD) of 12 unconnected molecules or ions with the total composition C28H70Cl4N6O10 in a non-equilibrium geometry.

E in Ha: -4030.669412
HOMO energy in eV: -8.216
E_LUMO in eV: 0.23

```
118
Properties=species:S:1:pos:R:3:forces:R:3
H 11.177 -5.735 31.537 0.2599 -0.3095 0.0469
H 6.986 -10.739 28.907 -0.0884 0.0101 0.0734
H 3.548 -9.031 34.640 0.1824 -0.1178 -0.1096
N 5.158 -12.913 36.549 -1.1710 -0.2428 0.3720
O 10.039 -14.056 33.463 -1.1877 -0.8626 0.5495
H 11.065 -12.078 31.826 -0.5007 -0.0415 -0.5807
H 10.429 -6.886 39.272 -0.2827 0.0220 0.2273
H 10.391 -9.044 29.256 -0.2621 -0.0420 0.2011
C 4.413 -13.120 30.127 2.0462 -0.3268 0.9002
H 7.781 -10.190 34.043 0.0842 0.1752 -0.3803
H 13.255 -9.129 32.084 -0.1853 0.3255 -0.0323
H 1.690 -9.732 37.608 0.1000 0.2100 0.0420
C 2.465 -6.168 33.332 -0.3706 0.5438 -0.7167
H 8.829 -7.438 30.128 -0.4905 0.0950 1.2885
H 8.823 -5.337 31.963 -0.6925 -0.4957 -0.0071
Cl 4.344 -10.433 30.285 0.2196 0.4208 -0.2683
H 4.714 -7.536 28.949 0.5148 -0.8564 -0.2512
H 8.671 -10.248 28.993 -0.1975 0.0446 0.1282
H 2.724 -12.266 34.600 0.3200 0.4160 0.4894
H 7.155 -12.882 33.877 -0.1069 -0.2753 0.3725
H 6.237 -4.231 29.870 -0.6056 0.1759 -0.0239
Cl 10.313 -8.878 38.045 -0.3273 0.3896 0.4373
C 3.903 -8.059 37.148 0.8469 -0.7092 -0.2971
H 8.274 -11.783 28.306 -0.1093 -0.4937 0.3534
O 8.347 -7.390 29.299 -0.5832 0.2383 0.8730
C 8.823 -6.251 33.974 -0.2865 0.9271 -0.4169
H 4.264 -8.294 38.149 0.2293 0.5915 0.1627
H 4.684 -14.075 30.577 0.4610 0.2648 0.4612
C 4.380 -11.989 31.121 0.1852 -0.1005 0.7087
H 12.567 -11.507 31.267 0.3798 0.0736 0.3797
C 5.057 -6.062 30.065 0.3664 2.0577 1.6455
H 3.464 -8.600 32.691 -0.0532 0.1265 -0.1893
C 10.657 -8.033 28.947 -0.3829 -0.5237 -1.1070
H 8.373 -5.752 38.494 -0.0811 -0.1337 0.0070
H 2.426 -11.165 36.947 -0.1062 -0.0650 -0.1541
C 8.197 -15.015 34.729 0.1325 -1.8520 1.1910
O 9.268 -7.366 31.839 -1.3132 1.3525 -0.4320
H 9.638 -6.285 28.135 -0.0449 0.2793 0.0182
H 7.174 -14.785 35.028 -0.0100 0.0351 -0.4725
H 2.196 -9.171 31.720 -0.3369 0.6123 -0.0193
C 1.916 -7.239 32.412 -1.1368 -1.4814 -0.0795
C 3.566 -9.418 36.544 -1.3875 0.5438 -0.2395
C 8.854 -14.037 33.855 3.1238 -0.0667 -0.1468
H 9.890 -8.014 32.177 0.7146 -0.5523 0.5746
H 2.063 -5.206 33.013 0.3450 0.0132 -0.7569
C 6.160 -5.085 30.542 -0.3199 0.0506 0.0102
H 4.466 -13.097 37.261 0.4126 0.3124 0.1671
H 9.022 -7.920 39.822 0.2761 0.0901 0.0063
H 1.997 -6.162 34.316 0.5371 -0.9890 0.2987
H 3.102 -10.497 38.388 0.1114 0.3278 0.1548
C 10.790 -5.618 32.549 -0.3083 -0.0051 -0.4261
H 10.873 -4.545 32.722 -0.1857 0.0011 0.4251
H 7.575 -13.470 29.928 -0.0710 0.1916 0.3230
H 3.482 -11.994 31.738 0.0081 -0.2949 -0.1240
C 9.329 -6.110 32.542 1.5897 0.0165 0.4470
C 6.974 -9.646 34.533 0.7708 -0.1139 0.0173
H 9.728 -8.205 26.477 -0.1385 0.1732 -0.4065
N 6.513 -8.459 32.416 -1.5546 -0.0505 0.4171
H 8.123 -7.411 26.584 0.0909 0.0612 0.0204
H 12.675 -8.585 33.705 -0.4727 0.2961 -0.2926
H 5.114 -12.947 29.310 0.0261 0.2556 0.1450
C 7.997 -11.097 29.106 0.6107 1.0925 -0.3342
H 11.226 -10.666 30.656 -0.4739 0.2221 0.4231
H 7.774 -6.543 34.004 0.1674 -0.5252 0.1284
H 6.520 -10.400 35.176 -0.5098 0.3457 -0.1206
O 10.439 -9.531 32.646 -1.8152 2.4076 0.8263
Cl 2.894 -13.421 29.494 -3.0338 -0.3851 -1.5538
H 9.514 -6.861 34.556 -0.3216 -0.4321 -0.0430
C 12.822 -9.433 33.036 -0.2204 -0.2026 -0.0129
H 7.673 -13.055 31.662 -0.2512 -1.2658 -0.0787
H 8.488 -12.240 33.045 0.4609 0.0567 0.1337
N 5.520 -7.064 29.335 -1.2350 -0.9475 -0.7367
O 2.892 -9.258 35.303 -0.6082 -0.2183 0.7385
H 11.335 -8.215 28.113 0.1994 0.2802 -0.0625
H 7.458 -8.166 32.213 0.2896 -0.1856 0.2605
H 9.295 -6.531 37.177 -0.4806 0.2574 -0.2534
N 7.590 -12.805 30.687 0.0164 -0.4259 0.9703
H 7.187 -5.449 30.500 -0.2183 -0.6447 0.2167
C 11.579 -11.153 31.564 1.4262 -1.5961 0.5804
H 9.769 -10.081 32.234 -0.6102 -0.0787 -0.2709
H 3.554 -6.155 33.274 -0.0599 0.0910 0.5555
Cl 7.193 -7.586 37.556 0.4046 0.2594 0.2432
C 6.009 -9.072 33.504 1.3225 -1.3508 0.4754
H 11.245 -7.614 29.764 -0.4435 0.5352 -0.0302
C 8.074 -11.580 30.533 -0.1998 0.0061 -3.1392
O 0.810 -7.205 31.911 -0.8996 1.2651 -0.0898
C 4.729 -12.949 35.269 0.3284 0.2412 -0.1189
H 5.771 -8.288 31.753 0.2630 0.3268 -0.4492
H 4.463 -10.019 36.393 0.4431 0.1438 -0.0052
O 4.816 -9.365 33.613 0.5130 0.4384 -0.4823
H 8.288 -16.020 34.317 -0.3472 0.0112 -0.3155
H 13.621 -9.953 33.566 -0.1443 -0.6386 -0.1806
O 5.570 -12.821 34.378 -1.4064 0.0360 -0.2537
C 9.375 -7.312 28.387 1.2872 -1.3570 -1.2758
H 3.035 -13.896 34.275 0.6496 -0.0794 -0.3937
H 4.704 -7.667 36.521 0.1533 0.3443 0.2742
C 9.568 -7.490 38.983 -0.0996 -0.6768 -0.5545
H 8.419 -8.994 27.299 -0.0206 0.1236 0.3492
H 5.897 -4.741 31.543 0.1158 0.1022 -0.0734
N 2.608 -8.384 32.201 1.5457 -0.0057 0.6187
H 5.223 -12.026 31.811 0.0783 0.1639 -0.2249
H 11.383 -6.166 33.281 0.1786 -0.0028 -0.1340
N 8.105 -13.018 33.563 -1.6536 2.6812 -1.0430
H 3.118 -7.304 37.170 -0.3165 -0.4669 -0.0031
H 8.828 -5.269 34.446 0.1435 0.2171 0.0022
C 8.666 -6.704 38.051 0.7182 -0.1331 -0.0675
H 7.486 -8.925 35.171 -0.2411 0.2867 -0.1256
H 6.088 -12.599 36.784 -0.1628 -0.2142 -0.1152
H 6.479 -7.379 29.303 0.0995 0.1887 -0.3026
H 2.637 -13.578 35.839 0.2986 0.6549 0.5844
O 3.870 -5.898 30.347 1.1524 -0.0274 -0.5038
C 11.538 -10.297 32.836 3.1186 -0.2963 -0.5418
H 8.743 -15.147 35.663 0.3159 0.4051 0.0484
C 2.650 -10.217 37.436 -0.3494 -0.7868 0.0199
H 11.451 -10.854 33.769 -0.1852 -0.6381 -0.1495
C 3.220 -13.135 35.032 0.1424 -0.9721 -0.6776
O 8.482 -10.879 31.430 -0.0347 0.4787 1.2700
C 8.862 -8.016 27.111 0.9165 0.1724 -0.0067
```
Positions in Å, forces in eV/Å.


The following is a DFT calculation (ωB97M-V/def2-TZVPD) of a molecular structure, C23H25GdN2OS in a non-equilibrium geometry.

Energy above the lowest of the compared OMol25 structures with the same formula, charge and spin in kcal/mol: 0.0
E in Ha: -2240.080589
⟨S²⟩: 15.90
HOMO energy (alpha / beta) in eV: -7.964 / -8.103
E_LUMO (alpha / beta) in eV: -1.29 / 0.14
2S+1: 8

```
53
Properties=species:S:1:pos:R:3:forces:R:3
C 2.125 1.485 2.907 0.4762 -0.0750 -0.4844
C -0.366 -2.193 1.044 -0.5524 0.0753 0.1728
C -1.594 -2.123 -1.642 -0.0022 -0.0489 0.0039
C -0.167 -2.347 2.451 -0.4065 -0.1127 -0.1490
H -3.309 0.019 -1.739 0.1570 0.0045 0.2923
H 2.583 -0.607 -4.324 0.0272 0.2876 0.1883
H -3.252 -1.011 2.275 0.4339 -0.0525 0.1336
H 2.349 0.220 -0.199 -0.2588 0.0039 0.3257
H 2.395 -0.378 4.153 -0.0351 0.1906 -0.3243
H 0.328 0.321 -3.807 0.3293 0.0273 0.1218
C 2.402 -0.580 1.903 0.4873 0.7004 0.0025
N 0.212 -0.168 6.108 -1.1503 1.5434 -1.8075
H -3.331 0.403 -0.010 0.3167 -0.0184 -0.1982
H -1.504 -1.847 4.190 0.0953 0.0204 -0.3278
H 0.307 -2.528 0.253 -0.1495 0.2055 0.3901
H -2.159 -2.039 -2.580 0.0941 -0.0006 0.1369
C 1.226 0.810 -3.425 0.4880 -0.0431 0.0382
H -4.390 -1.784 0.379 0.1264 -0.0682 -0.0733
Gd -0.017 0.196 2.328 -1.2305 0.4596 -1.5972
H -0.612 3.177 -3.131 0.1253 -0.1277 0.1404
H -0.231 3.063 -1.393 -0.1118 -0.1297 -0.2489
C 2.080 1.668 1.489 0.4238 -0.4633 0.5479
O -0.805 1.308 -0.030 -0.9779 -1.1278 -0.6082
H -1.875 1.230 -3.009 0.3154 0.0432 0.7291
H 2.605 -1.638 1.743 -0.1656 0.3311 0.0996
H -1.427 -3.189 -1.446 0.0557 0.1788 -0.0821
H 2.054 2.277 3.653 -0.0466 -0.3513 -0.2355
H -0.622 -1.633 -1.779 -0.1258 -0.0842 0.0483
C 2.247 0.394 0.873 0.3967 0.0082 0.6333
H 4.404 2.621 -2.094 -0.3219 -0.1924 -0.1288
N -1.279 1.436 -2.204 -0.0400 0.7269 -0.6945
C -2.242 -1.393 2.116 0.4375 -0.2906 -0.1794
H 0.707 -2.795 2.926 -0.3581 0.1677 -0.1217
C -3.743 -2.239 -0.377 -0.0319 0.0405 -0.0525
C -1.333 -1.857 3.113 -0.2572 -0.2764 -0.3417
C 3.641 0.944 -3.238 -0.1963 0.0494 0.0722
C -2.394 -1.512 -0.490 0.2857 0.9715 0.0208
S -1.133 1.625 4.355 -0.4059 0.4675 -0.1383
C -2.698 0.000 -0.818 -0.7690 -0.6010 -0.3551
C 2.496 0.296 -3.717 -0.0467 0.2305 0.1050
C 1.100 1.958 -2.643 0.5197 -0.0824 -0.2125
C 3.512 2.109 -2.467 -0.0588 -0.1404 -0.2064
H -4.276 -2.214 -1.334 0.0475 0.0261 0.0423
H 4.634 0.545 -3.467 -0.3888 0.1438 0.1110
C -1.653 -1.614 0.831 0.3384 -0.6690 0.7745
C 2.322 0.089 3.170 0.4219 0.1837 -0.5538
H -3.587 -3.287 -0.106 0.0243 0.1512 0.0078
C -0.342 0.575 5.370 1.3525 -1.8146 1.9697
C 2.245 2.617 -2.183 -0.0634 -0.2404 -0.1116
C -0.261 2.506 -2.336 -0.6788 -0.1951 -0.0414
H 2.128 3.535 -1.603 0.1023 -0.2674 -0.0681
C -1.533 0.926 -0.999 1.1685 0.5805 1.9918
H 2.029 2.620 0.960 -0.2170 -0.3459 0.2425
```
Positions in Å, forces in eV/Å.


The following is a DFT calculation (ωB97M-V/def2-TZVPD) of a molecular structure, C4H4NO3S in a non-equilibrium geometry.

Energy above the lowest of the compared OMol25 structures with the same formula, charge and spin in kcal/mol: 72.5
E in Ha: -833.479239
HOMO energy (alpha / beta) in eV: -2.805 / -2.805
Charge: -1
E_LUMO (alpha / beta) in eV: 3.30 / 3.30

```
13
Properties=species:S:1:pos:R:3:forces:R:3
H -2.042 -0.121 -0.881 -0.3285 -0.2153 0.0826
N 3.520 0.054 -0.175 -0.0465 0.1264 -0.0653
O 1.847 -1.402 0.505 -1.2549 -1.0203 0.9223
O 2.854 2.301 0.151 -0.0663 0.5589 -0.2962
C 3.042 1.166 -0.015 -0.0551 -1.1060 0.6579
C 0.269 0.200 -0.102 0.5139 -0.9808 1.4565
H -0.352 1.028 0.051 -0.2999 1.1371 0.0065
S -1.855 -0.979 0.140 -1.3920 -0.3207 -0.2742
H 1.216 0.101 1.770 0.3114 0.5821 2.5417
C 1.093 -0.268 0.829 0.6539 0.5915 -2.0747
C 3.029 -1.286 0.023 2.8553 1.1635 -1.7193
O 3.774 -2.167 -0.330 -0.9140 -0.2875 0.6174
H 0.256 -0.376 -0.965 0.0225 -0.2289 -1.8551
```
Positions in Å, forces in eV/Å.


The following is a DFT calculation (ωB97M-V/def2-TZVPD) of a molecular structure, C10H27B3FNO9S2 in a non-equilibrium geometry.

E in Ha: -2100.310667
HOMO energy in eV: -10.492
E_LUMO in eV: 0.23

```
53
Properties=species:S:1:pos:R:3:forces:R:3
H -5.360 0.097 -0.002 0.0010 -0.0285 0.0822
H 1.435 0.111 4.481 -0.0924 0.0712 0.3199
H 2.284 1.919 0.140 -0.2649 0.2850 -0.0608
C -2.367 -4.693 -1.085 0.0075 -0.0553 0.0469
H -3.604 3.940 -3.101 -0.0519 0.0068 0.0335
H 4.063 1.715 2.571 0.2619 -0.0526 0.0533
C -4.080 -1.555 0.483 -0.1386 0.5053 0.1460
H 3.101 -0.241 4.089 0.2053 -0.0760 0.1143
S -2.697 -2.970 -1.197 -0.1437 -0.3416 0.2916
H 2.037 -3.094 -0.098 -0.1475 -0.0407 -0.0492
B 4.010 -0.092 1.315 -0.3166 0.4058 -0.5981
O -3.387 -2.706 -2.420 0.1150 0.1494 -0.1372
H -5.909 -1.460 -0.654 -0.0345 0.0196 0.0539
C -2.497 3.470 -1.313 -0.1758 0.4438 0.1498
H 0.787 0.472 -3.070 0.0201 0.0813 -0.0058
H -0.151 0.163 -1.582 -0.0471 -0.0024 0.0084
H -3.177 -0.968 0.657 0.0739 -0.0970 -0.0825
B 3.609 -2.358 0.934 -0.7059 -0.7279 -0.5006
O 0.414 2.885 -1.461 0.1100 0.2467 -0.0013
H 3.423 -3.869 -0.393 -0.0166 -0.5770 0.3304
H -1.726 -4.946 -1.926 0.0063 0.0417 -0.0223
H 3.242 3.219 0.938 -0.2669 0.2122 0.0594
H -3.357 3.148 -0.728 0.0416 -0.1840 -0.0223
O -1.927 2.253 -1.839 -0.0238 -0.1137 -0.0579
O 3.191 -1.052 0.724 0.4510 -0.1854 0.8997
O -3.713 -2.874 0.017 -0.0292 -0.0892 -0.0406
C -0.174 0.599 -2.576 -0.0301 -0.1175 0.0254
C -5.035 -0.841 -0.452 0.0764 -0.1166 -0.2102
H 1.503 1.888 2.618 -0.3725 0.0184 -0.1012
O -0.520 2.896 -3.758 0.1215 0.1459 -0.0333
S -0.459 2.328 -2.448 -0.2024 -0.4215 0.0723
H -3.307 -5.233 -1.152 -0.0173 0.0136 -0.0123
H -4.553 -1.722 1.449 0.0428 -0.1945 -0.0030
O 4.706 -2.646 1.734 0.1585 0.3864 0.0835
C 3.202 2.176 0.656 0.3711 -0.8767 -0.0666
H -1.789 3.935 -0.625 0.1003 -0.0750 -0.0585
H -4.564 -0.614 -1.407 0.0233 0.0228 0.0132
H 2.665 1.395 4.629 0.1344 0.0150 0.3136
H 1.500 0.169 2.134 -0.2193 0.0952 -0.4020
H 4.002 1.997 -0.061 0.1556 0.2618 -0.1699
H -0.963 0.155 -3.177 -0.0252 0.0069 0.0079
C -2.935 4.434 -2.397 0.1439 -0.0604 -0.1572
C 2.340 0.535 4.056 -0.3537 -0.0453 -0.6626
F 6.435 -1.685 2.996 -0.0861 -0.1635 -0.3271
O 5.368 -0.394 1.359 -0.1569 -0.0001 1.0364
C 3.388 1.227 1.869 -0.2190 0.2118 -0.3055
H -1.861 -4.897 -0.145 -0.0052 0.0181 0.0161
H -2.085 4.813 -2.960 0.0154 0.0088 0.0218
N 2.869 -3.455 0.352 0.2759 0.7538 -0.4266
C 2.070 0.961 2.606 0.6120 0.0701 0.6307
H -3.453 5.284 -1.950 -0.0338 -0.0434 0.0614
O -1.516 -2.232 -0.862 0.1068 0.2120 -0.1599
B 5.522 -1.587 2.033 0.5454 -0.0235 -0.1972
```
Positions in Å, forces in eV/Å.